The following is a quantum chemistry calculation of one molecule with the formula C3H3NOS, from the Open Molecules 2025 dataset.

Computed properties:
Total charge ... 0
SMILES ... N#CC(=O)CS
Energy above the lowest of the compared OMol25 structures with the same formula, charge and spin ... 21.7 kcal per mole
Strongest force on any atom ... 2.80 eV/A
Orbital gap ... 9.0 eV
HOMO level ... -9.8 eV
LUMO level ... -0.77 eV

Positions of all 9 atoms, in Å:
N -2.958267 -0.352451 -0.169290
C -1.904262 0.098099 -0.047375
C -0.541453 0.594415 0.031189
O -0.281295 1.744376 -0.188701
C 0.442251 -0.571136 -0.052995
S 2.195862 0.027666 -0.185579
H 0.415812 -1.273843 0.735015
H 0.363528 -1.072558 -1.011147
H 2.267827 0.805429 0.888884

Cartesian forces (eV/Å) of the 2 atoms listed first:
N 0.6 0.2 0.1
C -1.6 -0.2 0.4

Results of the natural (NBO) charge analysis, in e, for atoms 1 through 4: atom 1 (N): -0.227, atom 2 (C): 0.156, atom 3 (C): 0.475, atom 4 (O): -0.421

=====

The following is a quantum chemistry calculation of an isolated ion of composition C5H10N and charge +1, from the Open Molecules 2025 dataset.

Computed properties:
Total charge ... +1
SMILES ... C/C=C/C=[NH+]/C
Energy above the lowest of the compared OMol25 structures with the same formula, charge and spin ... 4.3 kcal per mole
Strongest force on any atom ... 1.05 eV/A
Orbital gap ... 9.3 eV
HOMO level ... -14.5 eV
LUMO level ... -5.18 eV

Positions of all 16 atoms, in Å:
C 1.062475 1.325772 2.500724
C 0.479223 0.557024 1.368222
C 0.284321 0.989664 0.091186
C -0.264470 0.270993 -1.025971
N -0.501105 -0.999279 -1.074671
C -1.059003 -1.718247 -2.185591
H 1.204522 2.376994 2.269327
H 2.027743 0.883247 2.753451
H 0.434840 1.212050 3.383423
H 0.176083 -0.448667 1.642296
H 0.555578 2.014322 -0.135810
H -0.487210 0.849720 -1.915987
H -0.295273 -1.565482 -0.256339
H -1.989405 -2.202259 -1.883132
H -1.259179 -1.048016 -3.018644
H -0.369140 -2.497836 -2.512483

Cartesian forces (eV/Å) of the 2 atoms listed first:
C -0.1 0.0 -0.4
C -0.3 -0.1 -0.8

Results of the natural (NBO) charge analysis, in e, for atoms 1 through 4: atom 1 (C): -0.673, atom 2 (C): 0.058, atom 3 (C): -0.367, atom 4 (C): 0.260